{
  "formula": "C32H122O45",
  "method": "the ωB97M-V functional and the def2-TZVPD basis",
  "energy_ha": -4678.118504,
  "homo_energy_ev": -9.51,
  "orbital_gap_ev": 9.1,
  "elements": ["C", "C", "O", "O", "H", "H", "H", "H", "H", "H", "C", "C", "O", "O", "H", "H", "H", "H", "H", "H", "C", "C", "O", "O", "H", "H", "H", "H", "H", "H", "C", "C", "O", "O", "H", "H", "H", "H", "H", "H", "C", "C", "O", "O", "H", "H", "H", "H", "H", "H", "C", "C", "O", "O", "H", "H", "H", "H", "H", "H", "C", "C", "O", "O", "H", "H", "H", "H", "H", "H", "C", "C", "O", "O", "H", "H", "H", "H", "H", "H", "C", "C", "O", "O", "H", "H", "H", "H", "H", "H", "C", "C", "O", "O", "H", "H", "H", "H", "H", "H", "C", "C", "O", "O", "H", "H", "H", "H", "H", "H", "C", "C", "O", "O", "H", "H", "H", "H", "H", "H", "C", "C", "O", "O", "H", "H", "H", "H", "H", "H", "C", "C", "O", "O", "H", "H", "H", "H", "H", "H", "C", "C", "O", "O", "H", "H", "H", "H", "H", "H", "C", "C", "O", "O", "H", "H", "H", "H", "H", "H", "O", "H", "H", "O", "H", "H", "O", "H", "H", "O", "H", "H", "O", "H", "H", "O", "H", "H", "O", "H", "H", "O", "H", "H", "O", "H", "H", "O", "H", "H", "O", "H", "H", "O", "H", "H", "O", "H", "H"],
  "xyz": [[0.812, 7.776, -0.677], [0.569, 6.396, -0.094], [-0.722, 5.912, -0.463], [0.877, 7.740, -2.084], [1.795, 8.117, -0.354], [0.088, 8.515, -0.295], [0.646, 6.404, 1.013], [1.291, 5.720, -0.593], [-0.621, 5.348, -1.243], [0.083, 7.361, -2.429], [-2.220, 1.282, -1.824], [-3.546, 0.896, -1.263], [-3.331, 0.085, -0.144], [-1.710, 2.601, -1.484], [-2.203, 1.310, -2.908], [-1.504, 0.535, -1.468], [-4.094, 0.405, -2.085], [-4.169, 1.762, -1.020], [-4.024, -0.547, -0.014], [-1.222, 2.566, -0.669], [-3.105, -5.107, 0.926], [-4.022, -5.073, 2.126], [-5.274, -4.489, 1.799], [-3.528, -6.056, -0.060], [-2.108, -5.352, 1.287], [-3.009, -4.127, 0.507], [-3.571, -4.378, 2.838], [-4.150, -6.047, 2.637], [-5.555, -4.747, 0.911], [-3.220, -5.734, -0.930], [-2.737, -4.893, -3.854], [-3.526, -3.894, -4.666], [-2.884, -2.564, -4.744], [-2.593, -4.637, -2.479], [-1.732, -4.984, -4.336], [-3.197, -5.895, -3.855], [-4.544, -3.765, -4.171], [-3.665, -4.284, -5.661], [-3.459, -2.000, -5.329], [-2.211, -3.753, -2.414], [-0.092, -1.402, -6.273], [-1.022, -2.089, -7.287], [-0.926, -3.506, -7.222], [-0.190, -1.823, -4.950], [-0.052, -0.306, -6.405], [0.921, -1.794, -6.594], [-0.753, -1.686, -8.239], [-2.078, -1.821, -7.132], [-0.051, -3.743, -6.876], [-1.155, -2.128, -4.885], [0.091, -4.442, 5.278], [-1.131, -4.607, 4.348], [-1.418, -3.505, 3.512], [1.298, -4.425, 4.614], [0.084, -5.313, 5.908], [0.028, -3.505, 5.861], [-2.015, -4.812, 4.990], [-0.981, -5.492, 3.718], [-0.747, -3.568, 2.815], [1.469, -3.559, 4.185], [1.926, 2.780, -3.250], [1.497, 3.881, -2.322], [0.179, 4.423, -2.592], [2.014, 3.204, -4.569], [1.250, 1.897, -3.170], [2.951, 2.520, -2.989], [2.120, 4.776, -2.448], [1.675, 3.612, -1.260], [-0.509, 3.794, -2.379], [1.120, 3.387, -4.910], [-4.357, 5.685, 2.958], [-4.178, 5.187, 1.574], [-4.027, 3.788, 1.494], [-3.351, 5.355, 3.904], [-5.345, 5.305, 3.282], [-4.480, 6.734, 2.974], [-3.288, 5.671, 1.212], [-5.071, 5.542, 1.040], [-3.142, 3.512, 1.241], [-3.174, 4.410, 3.810], [-4.717, -2.207, 4.068], [-4.548, -0.973, 4.917], [-4.494, 0.230, 4.205], [-6.038, -2.166, 3.426], [-4.541, -3.106, 4.682], [-3.970, -2.245, 3.285], [-3.673, -1.279, 5.553], [-5.476, -0.952, 5.512], [-5.281, 0.197, 3.676], [-6.250, -3.042, 3.058], [3.157, -0.348, -3.243], [2.817, 0.028, -4.670], [3.867, 0.750, -5.345], [4.431, -1.042, -3.218], [2.425, -1.036, -2.866], [3.254, 0.434, -2.516], [1.833, 0.504, -4.746], [2.782, -0.883, -5.214], [4.026, 1.613, -4.998], [4.981, -0.558, -3.866], [3.370, 4.558, 1.561], [4.145, 3.806, 2.632], [3.525, 4.217, 3.895], [2.093, 4.049, 1.432], [3.907, 4.426, 0.597], [3.365, 5.631, 1.788], [5.217, 3.996, 2.654], [3.968, 2.726, 2.538], [3.706, 3.519, 4.510], [1.540, 4.429, 2.131], [3.692, -5.305, 0.585], [4.955, -5.623, -0.169], [4.733, -5.889, -1.528], [3.295, -3.958, 0.299], [3.863, -5.227, 1.658], [2.930, -6.050, 0.349], [5.398, -6.560, 0.231], [5.692, -4.738, -0.125], [4.438, -5.123, -2.038], [3.307, -3.879, -0.663], [6.947, 1.864, -1.197], [7.751, 0.628, -0.875], [6.776, -0.344, -0.458], [6.330, 2.268, 0.040], [6.291, 1.643, -2.062], [7.596, 2.699, -1.468], [8.474, 0.845, -0.059], [8.331, 0.237, -1.704], [7.113, -0.614, 0.419], [5.726, 1.585, 0.354], [-0.167, 4.254, 4.933], [-0.058, 5.671, 4.379], [0.966, 5.897, 3.488], [-0.497, 3.348, 3.899], [-1.004, 4.275, 5.682], [0.786, 3.980, 5.419], [-0.017, 6.386, 5.219], [-0.976, 5.838, 3.788], [1.750, 5.472, 3.880], [-1.098, 2.692, 4.301], [2.278, -3.887, -4.616], [2.074, -3.711, -3.143], [3.350, -3.428, -2.433], [0.995, -4.181, -5.164], [2.981, -4.744, -4.818], [2.701, -3.022, -5.068], [1.763, -4.632, -2.636], [1.380, -2.926, -2.914], [3.793, -2.627, -2.772], [0.440, -3.424, -4.969], [1.352, 0.475, 0.737], [0.648, -0.481, -0.261], [-0.489, -1.019, 0.352], [0.741, 1.741, 0.806], [2.386, 0.561, 0.410], [1.417, -0.093, 1.692], [1.383, -1.228, -0.477], [0.446, 0.039, -1.226], [-1.004, -0.277, 0.683], [1.316, 2.306, 1.337], [4.696, 0.582, 2.134], [4.311, -0.215, 1.696], [4.070, 0.962, 2.741], [-1.365, 3.814, 1.015], [-1.009, 3.778, 1.876], [-1.125, 4.677, 0.624], [-5.646, 1.491, 1.835], [-6.514, 1.888, 1.611], [-4.999, 2.199, 1.649], [0.496, -3.966, 1.207], [-0.034, -3.203, 0.886], [1.370, -3.813, 0.761], [-1.226, -0.856, 4.163], [-1.549, -0.364, 3.363], [-1.574, -1.791, 4.048], [2.014, 0.577, 4.316], [2.023, -0.326, 3.937], [1.168, 0.910, 3.977], [-5.474, -1.215, 0.599], [-5.755, -1.990, 1.133], [-5.651, -0.451, 1.138], [-1.771, 0.833, 2.059], [-1.211, 1.612, 1.851], [-2.572, 0.952, 1.508], [4.189, -1.307, -0.104], [4.303, -2.271, -0.213], [5.031, -0.897, -0.369], [-4.687, -0.590, -5.983], [-5.580, -0.660, -6.328], [-4.312, 0.211, -6.435], [-0.980, -2.248, -2.189], [-1.468, -1.748, -2.838], [-1.327, -2.100, -1.317], [1.169, -1.874, 3.343], [1.108, -2.172, 2.429], [0.312, -1.470, 3.595], [-2.328, 1.616, 5.243], [-2.958, 1.143, 4.695], [-1.638, 0.953, 5.402]],
  "forces_ev_per_angstrom": [[0.140, 0.100, 0.527], [0.345, -0.029, -0.505], [-0.623, 0.301, 0.481], [0.723, 0.470, 0.046], [0.073, 0.001, 0.091], [-0.051, -0.262, -0.223], [0.093, -0.109, -0.647], [-0.005, 0.371, 0.861], [0.308, 0.118, -0.236], [-0.861, -0.401, -0.266], [1.540, 1.105, -0.158], [-0.935, 0.274, -0.709], [1.286, 0.719, 0.138], [-0.707, -0.477, -0.759], [-0.246, -0.283, -0.238], [-0.060, -0.022, -0.285], [0.063, -0.416, 0.420], [0.193, 0.250, 0.121], [-1.212, -0.860, 0.294], [0.334, 0.019, 1.053], [0.392, -1.282, 0.232], [0.158, 0.275, -0.059], [-0.813, 0.226, -0.121], [-0.099, 0.598, 0.080], [0.261, -0.253, 0.066], [-0.259, 0.879, -0.360], [0.062, -0.244, -0.012], [0.045, 0.246, -0.532], [0.259, -0.300, 0.177], [-0.089, -0.069, 0.382], [1.141, -0.748, -0.569], [-1.359, 0.977, 1.229], [-0.832, -0.615, -0.327], [-0.360, 0.627, 0.119], [-0.460, -0.049, 0.297], [-0.081, 0.462, -0.660], [1.093, -0.006, -0.633], [0.037, -0.141, -0.441], [0.530, -0.575, 0.832], [0.447, 0.122, 0.383], [2.091, -0.719, -1.964], [-0.399, 0.050, 1.394], [-0.040, 0.532, -0.052], [-2.559, -0.195, 0.622], [-0.337, -0.293, 0.189], [-0.628, 0.743, 0.084], [0.327, 0.104, -0.967], [0.178, -0.136, 0.067], [-0.056, -0.162, -0.079], [1.081, 0.263, 0.417], [-0.949, 1.086, -0.558], [-0.155, -0.731, 1.119], [0.164, 0.050, -0.199], [1.387, -0.047, -1.024], [0.035, -0.302, 0.615], [-0.521, -0.419, 0.154], [0.330, 0.280, -0.389], [0.095, -0.019, 0.104], [0.024, 0.193, -0.107], [-0.443, -0.405, 0.352], [-0.488, -0.093, 0.573], [-0.066, 1.242, 0.770], [0.869, -0.036, -0.161], [-0.573, 0.262, -1.462], [0.437, 0.366, 0.247], [-0.053, -0.297, 0.335], [0.194, -0.350, -0.356], [-0.648, -0.275, -0.356], [-0.475, -1.031, 0.172], [0.551, 0.053, 0.263], [-1.287, -1.401, 1.530], [0.667, 0.406, -0.284], [-1.394, -0.627, 0.362], [-0.011, -0.045, -0.567], [0.242, -0.118, 0.347], [0.179, 1.297, -0.186], [0.399, 0.152, -0.784], [0.303, -0.323, -0.330], [0.838, 0.681, -0.234], [-0.010, -0.053, 0.073], [-0.817, -0.196, -1.036], [-0.732, -1.956, 1.028], [1.238, -0.281, 0.313], [0.695, -0.276, 0.660], [-0.537, 0.220, -0.044], [0.374, 0.125, -0.348], [-0.485, 1.476, -0.442], [0.477, -0.020, 0.492], [-0.595, 0.631, -0.865], [0.428, 0.241, 0.171], [1.153, -0.401, -0.193], [0.463, 1.025, 0.198], [-0.265, -1.427, 0.013], [-0.165, 0.516, -0.637], [-0.521, -0.332, 0.164], [-0.266, 0.810, 0.132], [0.262, 0.146, 0.004], [-0.213, -0.857, -0.566], [-0.362, 1.028, 0.498], [-0.160, -0.471, 0.276], [2.074, -0.096, -0.454], [-1.059, 0.118, 0.895], [0.327, 0.367, -0.952], [-1.218, -0.400, -0.082], [-0.361, 0.059, 0.412], [-0.022, -0.055, 0.049], [-0.002, 0.195, -0.157], [0.158, 0.554, -0.365], [-0.013, -0.497, 0.723], [-0.129, 0.118, 0.047], [0.508, 0.881, 0.674], [1.323, 0.605, -0.097], [-0.291, -0.672, -0.742], [-0.649, -0.264, -0.236], [0.112, -0.719, 0.075], [-0.187, 0.130, 0.024], [-0.012, 0.702, -0.070], [-0.858, -1.291, 0.551], [0.003, 0.287, 0.316], [-0.317, 0.335, -0.637], [0.426, 0.190, 0.852], [0.130, 0.239, 0.134], [1.229, -0.361, 1.096], [-0.178, 0.424, -1.151], [-0.236, 0.204, 0.625], [-0.009, -0.077, -0.116], [-0.579, -0.081, -0.361], [-0.032, -0.065, -0.404], [-0.718, -0.171, -0.545], [-0.037, -0.229, 0.115], [-0.425, 0.851, 0.548], [-2.249, -0.101, 0.485], [1.979, -0.657, -0.655], [0.018, -0.365, -0.268], [0.867, -0.075, -0.417], [-0.263, -0.138, 0.003], [-0.082, -0.179, -0.132], [0.122, 0.168, 0.605], [0.273, 0.321, -0.250], [-0.202, -0.116, -0.147], [-0.248, -1.887, 0.090], [2.088, -0.292, 1.669], [-0.689, -0.358, -0.574], [0.862, -1.003, -0.555], [-0.835, 0.752, 0.136], [0.444, 0.945, -0.380], [-0.306, 0.140, -0.506], [-0.557, 0.405, 0.001], [-0.014, -0.094, -0.085], [-0.354, 0.668, 0.303], [0.559, -1.321, -0.719], [0.895, 2.020, 0.606], [-0.226, -1.027, -0.555], [-0.569, -0.537, 0.187], [0.271, 0.210, -0.198], [-0.351, 0.655, -0.253], [0.204, -0.915, -0.096], [-0.103, -0.187, 0.506], [-0.516, 0.090, 0.487], [0.077, 0.524, -0.130], [0.564, -0.812, -1.074], [0.070, 0.709, 0.494], [-0.660, -0.377, 0.381], [-0.806, -0.490, -1.314], [0.857, 0.052, 1.974], [0.017, 0.213, -0.242], [-0.879, 0.096, -0.323], [0.829, -0.321, 0.221], [-0.185, 0.148, 0.169], [0.162, 1.229, -0.665], [0.204, -0.499, -0.048], [-0.417, -0.439, 0.532], [-0.647, -0.730, -0.802], [0.204, -0.201, 0.657], [0.525, 1.014, 0.155], [-0.121, -0.022, -0.544], [0.083, 0.188, 0.307], [0.227, 0.175, 0.235], [-0.306, -1.503, -0.225], [0.428, 0.719, -0.302], [-0.210, 0.830, 0.623], [-0.144, 0.873, -0.555], [-0.037, -0.513, 0.133], [0.222, -0.393, 0.216], [0.054, -0.156, 0.116], [-0.090, 0.611, 0.323], [-0.133, -0.181, -0.192], [0.741, 1.138, -0.637], [-0.136, -0.090, -0.015], [-0.503, -1.123, 0.651], [0.604, -0.983, -0.679], [-0.386, 0.452, -0.026], [-0.331, 0.710, 0.799], [0.542, -0.037, 0.158], [-0.124, -0.091, -0.065], [-0.203, -0.009, -0.008], [1.030, 0.333, 0.319], [-0.591, -0.114, -0.340], [-0.248, -0.013, 0.029]]
}